--- i ---
Density functional theory data (wB97M-V/def2-TZVPD) for a cluster of 5 separate species, C22H57N3O10 in total.

Geometry as ORCA input:
```
! wB97M-V def2-TZVPD RIJCOSX def2/J DEFGRID3
* xyz 0 1
C 22.294 10.370 10.382
O 21.002 10.410 9.852
C 20.924 9.641 8.671
C 19.533 9.705 8.138
N 18.601 9.152 9.132
C 17.166 9.390 8.801
C 16.236 9.104 9.994
O 16.677 10.011 11.023
C 16.061 10.008 12.284
H 22.196 10.860 11.368
H 23.052 10.873 9.800
H 22.606 9.320 10.439
H 21.204 8.583 8.886
H 21.594 9.937 7.932
H 19.654 9.124 7.197
H 19.238 10.740 7.986
H 18.804 9.625 10.008
H 16.798 8.670 8.052
H 17.025 10.361 8.309
H 16.190 8.030 10.263
H 15.163 9.314 9.753
H 16.424 10.952 12.771
H 16.362 9.111 12.877
H 15.020 10.030 12.163
C 15.220 11.621 16.221
O 13.816 11.890 16.042
C 13.441 12.377 14.761
C 11.921 12.314 14.621
N 11.339 11.055 14.922
C 9.889 11.105 14.779
C 9.282 9.781 15.137
O 9.735 8.808 14.237
C 9.192 7.551 14.546
H 15.759 12.595 16.265
H 15.643 11.016 15.435
H 15.361 11.106 17.142
H 13.951 11.716 14.044
H 13.856 13.386 14.544
H 11.783 12.513 13.546
H 11.429 13.155 15.192
H 11.464 10.849 15.877
H 9.652 11.344 13.740
H 9.454 11.956 15.344
H 8.225 9.807 15.094
H 9.493 9.519 16.201
H 9.831 6.745 14.186
H 8.150 7.372 14.109
H 9.017 7.450 15.625
C 13.230 4.768 18.695
O 12.709 5.971 18.327
C 11.633 6.246 19.178
C 11.299 7.725 19.328
N 12.452 8.405 19.825
C 12.394 9.837 19.978
C 12.629 10.685 18.755
O 11.518 10.542 17.847
C 10.519 11.503 18.200
H 14.029 4.530 17.971
H 12.484 3.942 18.637
H 13.794 4.784 19.646
H 11.793 5.880 20.187
H 10.769 5.741 18.759
H 10.555 7.654 20.097
H 10.911 8.139 18.383
H 13.258 8.100 19.294
H 13.140 10.215 20.704
H 11.386 10.095 20.359
H 13.499 10.394 18.170
H 12.738 11.746 18.988
H 9.954 11.296 19.152
H 9.784 11.564 17.393
H 10.838 12.484 18.423
O 14.274 6.466 14.639
C 14.498 7.574 15.528
C 13.237 8.405 15.637
O 13.053 8.972 14.346
H 14.258 6.837 13.748
H 14.800 7.140 16.522
H 15.321 8.137 15.106
H 13.326 9.203 16.387
H 12.368 7.824 16.041
H 12.391 9.684 14.425
O 13.524 7.798 11.914
C 12.535 6.918 11.370
C 12.447 5.518 12.066
O 11.810 5.451 13.374
H 13.202 8.245 12.719
H 11.597 7.457 11.459
H 12.731 6.771 10.327
H 13.371 4.979 12.090
H 11.752 4.965 11.430
H 12.496 5.422 14.085
*
```

SMILES string: COCCNCCOC.COCCNCCOC.COCCNCCOC.OCCO.OCCO
Lowest unoccupied orbital energy: 0.62 eV


--- ii ---
Density functional theory data (wB97M-V/def2-TZVPD) for a cluster of 5 separate species, C22H57N3O10 in total.

Geometry as ORCA input:
```
! wB97M-V def2-TZVPD RIJCOSX def2/J DEFGRID3
* xyz 0 1
C -3.206 -3.460 -2.939
O -3.388 -2.064 -3.050
C -4.119 -1.516 -1.977
C -5.614 -1.524 -2.223
N -6.068 -0.841 -3.450
C -5.802 0.608 -3.407
C -5.688 1.166 -4.806
O -4.532 0.808 -5.504
C -3.342 1.001 -4.789
H -2.556 -3.739 -3.767
H -4.161 -3.981 -2.991
H -2.642 -3.696 -2.030
H -3.727 -0.514 -1.778
H -3.879 -2.031 -1.032
H -6.117 -1.084 -1.347
H -6.029 -2.537 -2.179
H -5.386 -1.199 -4.128
H -4.982 0.897 -2.734
H -6.650 1.081 -2.889
H -5.819 2.261 -4.786
H -6.588 0.814 -5.318
H -3.486 1.876 -4.148
H -2.538 1.247 -5.487
H -3.016 0.095 -4.270
C -0.897 -4.320 5.910
O -0.424 -3.490 4.880
C 0.847 -2.949 5.132
C 0.833 -1.877 6.217
N -0.124 -0.838 5.939
C 0.317 0.544 5.742
C -0.623 1.559 6.396
O -1.177 2.505 5.484
C -2.297 1.999 4.805
H -1.704 -4.942 5.546
H -1.212 -3.720 6.775
H -0.079 -4.945 6.304
H 1.250 -2.548 4.203
H 1.504 -3.761 5.481
H 1.882 -1.555 6.269
H 0.611 -2.361 7.175
H -0.726 -1.188 5.200
H 0.646 0.771 4.725
H 1.235 0.582 6.347
H -0.093 2.164 7.137
H -1.376 1.020 6.983
H -3.211 2.114 5.398
H -2.164 0.958 4.495
H -2.441 2.604 3.906
C -0.701 -0.531 -2.276
O 0.542 -0.697 -1.616
C 1.617 -1.006 -2.468
C 2.683 -1.776 -1.716
N 3.423 -0.943 -0.769
C 4.287 -1.776 0.072
C 5.012 -0.974 1.113
O 4.190 -0.306 2.060
C 3.117 -1.046 2.580
H -1.421 -0.717 -1.471
H -0.878 -1.257 -3.070
H -0.916 0.491 -2.599
H 2.018 -0.146 -3.023
H 1.307 -1.678 -3.290
H 3.388 -2.124 -2.475
H 2.193 -2.616 -1.202
H 2.746 -0.477 -0.169
H 4.962 -2.349 -0.566
H 3.652 -2.529 0.574
H 5.577 -0.208 0.590
H 5.734 -1.601 1.654
H 2.474 -0.442 3.225
H 3.510 -1.890 3.161
H 2.403 -1.370 1.810
O 4.277 4.488 -1.648
C 4.535 3.593 -0.531
C 5.898 3.990 0.067
O 6.316 5.275 -0.353
H 3.494 4.136 -2.088
H 3.728 3.786 0.176
H 4.534 2.576 -0.917
H 6.686 3.296 -0.234
H 5.758 3.964 1.152
H 5.636 5.605 -0.956
O 2.120 3.087 -3.224
C 0.714 2.764 -3.179
C 0.085 2.587 -4.509
O 0.632 1.411 -5.115
H 2.546 2.307 -3.603
H 0.528 1.929 -2.502
H 0.281 3.638 -2.679
H 0.126 3.509 -5.092
H -0.987 2.446 -4.304
H 0.933 1.585 -6.010
*
```

SMILES string: COCCNCCOC.COCCNCCOC.COCCNCCOC.OCCO.OCCO
Lowest unoccupied orbital energy: 0.28 eV


Most stable structure: i


--- i ---
Density functional theory data (wB97M-V/def2-TZVPD) for a cluster of 2 separate species, C2H6N3S2 in total.

Geometry as ORCA input:
```
! wB97M-V def2-TZVPD RIJCOSX def2/J DEFGRID3
* xyz 1 1
C 1.816 0.463 1.317
C -0.610 0.238 1.265
N 0.670 0.269 1.072
N 0.320 0.017 -1.509
N 0.857 -0.455 -2.602
S -1.317 -1.312 1.725
S -1.447 1.693 0.906
H 2.855 0.475 1.276
H -0.388 -0.678 -1.156
H 0.652 -1.317 -2.879
H 1.591 0.068 -3.041
H -2.361 -0.732 2.212
H -2.636 1.271 1.412
*
```

Lowest unoccupied orbital energy (alpha / beta): -5.97 / -4.47 eV


--- ii ---
Density functional theory data (wB97M-V/def2-TZVPD) for the ion C2H6N3S2 with charge +1.

Geometry as ORCA input:
```
! wB97M-V def2-TZVPD RIJCOSX def2/J DEFGRID3
* xyz 1 1
H -1.456 -0.449 -1.117
N -0.672 -0.081 -0.587
C -0.789 1.056 -0.070
N -1.813 1.901 -0.044
S 0.779 1.548 0.706
S 1.936 0.348 -0.457
C 1.683 -1.248 -0.171
N 1.069 -1.773 0.850
H -2.658 1.576 -0.538
H -1.729 2.885 -0.258
H 2.308 -1.829 -0.707
H 1.040 -2.722 1.208
H 0.305 -1.213 1.185
*
```

SMILES string: [H]/N=C(\N)SSC=[NH2+]
Lowest unoccupied orbital energy: -4.66 eV


Most stable structure: ii